(1)
The following is a quantum chemistry calculation of a structure of composition C26H33FGdN3O5SSi, from the OMol25 dataset.

The HOMO energy (alpha / beta) comes out at -8.0 / -7.8 eV. For the energy above the lowest of the compared OMol25 structures with the same formula, charge and spin, the calculation gives 29.7 kJ/mol. Its multiplicity is 8. The value obtained for the HOMO-LUMO gap (alpha / beta) is 8.0 / 5.4 eV. The total charge is 0.

Each line ends with the Mulliken charge.
Element x y z (Å)
Gd -0.5553 -0.4657 -0.2528  0.17
C -2.0525 0.8626 -3.3339  -0.83
O -2.1443 -0.1763 -2.3517  0.34
C -2.8066 -1.3518 -2.6936  -0.84
C -3.4988 -1.9010 -1.4154  -0.64
O -2.4806 -2.0452 -0.4547  0.23
C -2.6389 -3.0714 0.5170  -0.88
C -1.4602 -4.0040 0.4734  -0.72
O -0.2838 -3.3096 0.6996  0.28
C 0.8535 -4.1465 0.7583  -0.83
H -2.9533 1.5046 -3.2629  0.24
H -2.1744 0.4132 -4.2936  0.57
H -1.1202 1.4043 -3.2054  -0.01
H -2.1603 -2.0577 -3.0889  0.39
H -3.5965 -1.2695 -3.5211  0.45
H -3.9822 -2.9140 -1.5782  0.60
H -4.2562 -1.2357 -1.0526  0.22
H -3.5865 -3.6185 0.3587  0.56
H -2.6816 -2.7251 1.5322  0.16
H -1.4083 -4.6306 -0.4040  0.43
H -1.6194 -4.7213 1.3451  0.45
H 0.7043 -4.8345 1.6324  0.29
H 1.7589 -3.5466 0.8055  0.16
H 0.9455 -4.7708 -0.1610  0.29
O -1.3394 -1.9466 3.5785  -0.70
C -0.7568 -1.2635 2.7801  0.18
O -1.1499 -0.6304 1.7735  -0.38
C 0.7763 -1.2810 2.9284  0.78
C 1.2940 -1.2610 4.2685  -0.91
C 2.6431 -1.0994 4.4740  -1.08
C 3.4819 -1.1217 3.3409  0.59
C 4.8750 -1.0400 3.3863  -0.68
C 5.6427 -0.9932 2.2333  -0.55
C 5.0149 -1.0667 0.9986  -0.72
C 3.6535 -1.0883 0.9203  0.48
C 2.8630 -1.1516 2.0511  -0.37
N 1.4848 -1.1416 1.8485  0.66
H 0.5459 -1.3338 5.0680  0.51
H 2.9716 -0.8873 5.4871  0.41
H 5.3433 -1.0718 4.3341  0.47
H 6.7491 -0.8607 2.2693  0.33
H 5.6254 -1.0128 0.0778  0.37
H 3.1755 -1.2312 -0.0096  0.26
C 1.1421 4.1722 0.5791  -1.06
Si 1.0627 2.7666 -0.6760  0.08
C 2.4933 1.5891 -0.3719  -0.63
C 1.4060 3.3783 -2.3681  -1.21
N -0.4746 1.8756 -0.4601  0.60
C -1.7406 2.5057 -0.6965  0.47
C -1.8584 3.7819 -1.2374  -0.28
C -3.1637 4.3471 -1.3912  -1.05
C -4.3055 3.6454 -0.9749  -0.60
C -4.1508 2.3691 -0.4365  -0.85
C -2.8986 1.8559 -0.3216  0.27
F -2.7669 0.5603 0.1717  -0.12
H 1.9307 4.9057 0.2275  0.29
H 1.4364 3.7206 1.5136  0.30
H 0.1575 4.6570 0.7059  0.34
H 3.3782 2.2001 -0.0569  0.39
H 2.6356 0.9958 -1.2949  0.22
H 2.2641 0.9222 0.4948  -0.12
H 1.2757 2.5849 -3.0961  0.26
H 2.3781 3.7344 -2.5274  0.51
H 0.7176 4.0757 -2.7846  0.44
H -0.9563 4.3291 -1.5195  0.24
H -3.2591 5.2976 -1.8532  0.46
H -5.3168 4.0580 -1.0680  0.36
H -4.9964 1.8240 -0.0672  0.49
S 1.1753 -1.7527 -2.0520  -0.37
C 1.3088 -0.5576 -3.2452  0.50
N 1.4291 0.2515 -4.0549  -0.64

---

(2)
The following is a quantum chemistry calculation of a structure of composition C25H56N2O3P2Re, from the OMol25 dataset.

The HOMO energy (alpha / beta) comes out at -21.4 / -21.2 eV. For the energy above the lowest of the compared OMol25 structures with the same formula, charge and spin, the calculation gives 165.3 kJ/mol. Its multiplicity is 4. The value obtained for the HOMO-LUMO gap (alpha / beta) is 6.3 / 4.8 eV. The total charge is +4.

Each line ends with the Mulliken charge.
Element x y z (Å)
Re 0.4219 -0.1024 -0.9305  1.03
C 0.6122 -0.6378 0.8998  0.67
O 0.9014 -0.8594 2.0293  -0.40
C 1.3697 1.4621 -0.5084  0.22
O 1.8904 2.4644 -0.1610  -0.27
P 2.4117 -1.3233 -0.9031  -0.02
C 2.9416 -1.5005 -2.6623  -0.04
H 3.9540 -1.9151 -2.6898  0.88
C 3.9638 -0.5429 -0.1056  0.87
H 3.8018 0.5245 -0.2836  0.23
C 2.3829 -3.1498 -0.4091  0.46
H 1.5943 -3.5287 -1.0796  0.57
C -3.5548 0.1882 -0.7886  0.30
P -1.8927 1.0344 -1.0512  0.47
H -2.7684 1.8025 -3.1571  0.97
H -3.3906 -0.8302 -1.1735  0.59
C -2.3010 2.8602 -0.7819  0.60
H -3.1811 3.0023 -1.4324  0.83
C 4.0411 -0.7711 1.3965  -1.02
H 5.0145 -0.4172 1.7694  0.48
H 3.9574 -1.8345 1.6581  0.20
H 3.2495 -0.2323 1.9299  0.04
C 5.2814 -0.9284 -0.7612  -1.58
H 5.5557 -1.9718 -0.5658  0.28
H 6.0801 -0.3050 -0.3379  0.54
H 5.3221 -0.7733 -1.8415  0.32
C 3.6861 -3.8669 -0.7479  -1.90
H 4.1077 -3.6382 -1.7304  0.39
H 3.4840 -4.9462 -0.7486  0.50
H 4.4545 -3.6804 0.0080  0.39
C 1.9276 -3.5025 1.0047  -1.26
H 1.9528 -4.5972 1.0935  0.53
H 0.9030 -3.1643 1.1839  0.20
H 2.5862 -3.0820 1.7677  0.28
C 2.0036 -2.5403 -3.2827  -1.53
H 2.4095 -3.5615 -3.1216  0.33
H 1.8833 -2.3627 -4.3511  0.44
H 0.9914 -2.5487 -2.8622  0.34
C 3.0250 -0.0887 -3.2468  -1.43
H 2.1650 0.5449 -2.9761  0.28
H 3.0590 -0.1369 -4.3395  0.48
H 3.9191 0.4374 -2.8820  0.33
C -4.6978 0.8290 -1.5667  -1.65
H -4.4766 1.0683 -2.6073  0.39
H -5.0497 1.7431 -1.0687  0.41
H -5.5439 0.1304 -1.5736  0.45
C -3.9037 0.0544 0.6800  -1.73
H -4.5202 0.8805 1.0393  0.42
C -0.6226 1.8119 -3.2724  -0.87
H -2.9982 0.0183 1.2847  -0.15
H -4.4611 -0.8749 0.8675  0.56
C -2.2043 -0.2227 -3.4995  -1.32
H 0.2262 1.5003 -2.6418  -0.12
H -0.3243 1.6438 -4.2974  0.42
H -0.6103 2.8842 -3.0857  -0.18
C -1.9348 1.1439 -2.9000  -0.11
H -1.9662 -0.2304 -4.5679  0.45
H -3.2259 -0.5690 -3.3451  0.37
H -1.6019 -0.9865 -3.0294  0.26
C -1.2412 3.9003 -1.1736  -1.68
H -0.2346 3.6120 -0.8242  0.20
H -1.4969 4.8910 -0.7631  0.55
H -1.2387 4.0941 -2.2460  0.52
C -2.6839 3.1255 0.6621  -2.01
H -1.9272 2.6922 1.3249  0.40
H -3.6596 2.7238 0.9306  0.19
H -2.6947 4.2126 0.8256  0.57
H -0.0086 -1.1564 -2.3628  -0.75
H 0.2227 -0.3663 -2.7908  0.73
C -1.9493 -1.7940 2.9301  -0.79
N -1.9768 -0.4953 3.6172  0.34
C -2.7972 -0.4064 4.8064  -1.07
C -1.3469 0.5809 3.0476  0.10
O -1.2119 0.6647 1.8021  0.54
N -0.7921 1.5945 3.7627  0.18
C -0.9610 1.8356 5.1671  -0.75
C 0.1967 2.4030 3.0689  -0.60
H -2.3365 -2.5271 3.6343  0.61
H -0.9169 -2.0629 2.6885  0.16
H -2.5495 -1.8024 2.0149  0.27
H -2.1918 -0.6098 5.7034  0.39
H -3.2633 0.5832 4.8790  0.38
H -3.6056 -1.1397 4.7454  0.46
H -0.4467 2.7538 5.4210  0.31
H -2.0102 1.9885 5.4077  0.37
H -0.5972 1.0317 5.8011  0.37
H 1.0878 1.8188 2.8266  0.23
H -0.1773 2.8252 2.1344  0.12
H 0.5069 3.2237 3.7156  0.47

---

(3)
The following is a quantum chemistry calculation of an isolated molecule of C15H22N2O4, from the OMol25 dataset.

The HOMO energy comes out at -6.9 eV. For the energy above the lowest of the compared OMol25 structures with the same formula, charge and spin, the calculation gives 832.5 kJ/mol. Its SMILES is O=C([C@H](CO)NC(=O)[C@H]1C[C@@]2(C1)C[C@]21CC1)N1CCCO1. The value obtained for the HOMO-LUMO gap is 7.7 eV. The total charge is 0.

Each line ends with the Mulliken charge.
Element x y z (Å)
O 1.5273 -2.6214 -1.7747  -0.73
C 2.2218 -1.7103 -1.3373  0.05
C 1.8527 -0.9802 -0.0461  0.25
C 2.4250 -1.7124 1.1796  -0.86
O 3.8288 -1.8031 1.0182  -0.48
N 0.4026 -0.9825 0.0081  -0.22
C -0.2704 -0.1190 0.8126  -0.20
O 0.3038 0.6848 1.5298  -0.70
C -1.7723 -0.1936 0.7196  0.76
C -2.4692 1.0094 0.0112  -1.02
C -3.5388 0.9053 1.0775  1.22
C -2.5829 0.1486 1.9939  -1.11
C -4.9360 0.6380 0.8959  -0.79
C -4.5484 2.0887 1.3360  -0.45
C -5.3551 2.5024 2.6239  -0.69
C -4.0200 3.0264 2.4542  -0.20
N 3.2750 -1.2568 -2.0530  0.34
C 3.4409 -1.3483 -3.4859  -0.68
C 4.8865 -0.9004 -3.6277  -0.48
C 4.9421 0.2136 -2.5897  -0.47
O 3.9983 -0.1384 -1.5650  -0.33
H 2.2228 0.0410 -0.0650  0.57
H 2.1444 -1.1389 2.0652  0.43
H 1.9588 -2.7021 1.2236  0.31
H 4.2105 -2.1563 1.8257  0.35
H -0.0792 -1.6458 -0.5773  0.32
H -2.1099 -1.1373 0.2847  0.38
H -1.8711 1.9127 0.1566  0.30
H -2.7690 0.9117 -1.0284  0.34
H -2.9604 -0.6627 2.6119  0.38
H -1.9854 0.8444 2.5924  0.28
H -5.4350 0.5764 -0.0664  0.25
H -5.3552 -0.0051 1.6637  0.24
H -6.2131 3.1089 2.3724  0.24
H -5.5210 1.7705 3.4129  0.28
H -3.2855 2.6007 3.1314  0.15
H -3.7987 4.0339 2.1225  0.19
H 3.2351 -2.3665 -3.8071  0.35
H 2.7572 -0.6588 -3.9935  0.26
H 5.5502 -1.7197 -3.3523  0.27
H 5.1425 -0.5535 -4.6258  0.37
H 5.9140 0.3249 -2.1112  0.29
H 4.6362 1.1707 -3.0174  0.26

---

(4)
The following is a quantum chemistry calculation of an isolated molecule of C14H15N3O3, from the OMol25 dataset.

The HOMO energy comes out at -7.7 eV. For the energy above the lowest of the compared OMol25 structures with the same formula, charge and spin, the calculation gives 158.3 kJ/mol. Its SMILES is C/C(=N/c1ccccc1N)c1c(C)cc(=O)n(O)c1O. The value obtained for the HOMO-LUMO gap is 8.2 eV. The total charge is 0.

Each line ends with the Mulliken charge.
Element x y z (Å)
C -0.1476 -2.6745 -1.8117  -1.39
C 0.1649 -1.3898 -1.1168  0.02
N 1.3358 -0.9255 -1.1449  -0.79
C 1.6884 0.3169 -0.6158  0.73
C 1.2891 1.4871 -1.2473  -0.23
C 1.6904 2.7225 -0.7712  -0.80
C 2.4814 2.7963 0.3612  -0.61
C 2.8937 1.6375 0.9932  -0.61
C 2.5280 0.3859 0.5097  0.35
N 3.0119 -0.7671 1.0964  -0.54
C -0.9648 -0.7346 -0.3823  0.07
C -1.2014 -0.9911 0.9858  2.18
C -0.3984 -2.0289 1.7104  -1.82
C -2.1815 -0.3104 1.6646  -1.03
C -2.9834 0.6709 1.0434  0.20
O -3.8836 1.3792 1.4911  -0.78
N -2.6941 0.8442 -0.3179  0.28
O -3.4852 1.7993 -0.9406  -0.57
C -1.7490 0.2006 -1.0229  0.33
O -1.6301 0.4879 -2.3225  -0.48
H -0.6641 -3.3593 -1.1413  0.34
H -0.8111 -2.4631 -2.6493  0.34
H 0.7646 -3.1300 -2.1862  0.41
H 0.6778 1.4114 -2.1345  0.50
H 1.3785 3.6216 -1.2808  0.39
H 2.7842 3.7561 0.7523  0.37
H 3.5176 1.6908 1.8743  0.32
H 3.2969 -0.7044 2.0587  0.21
H 2.5667 -1.6270 0.8257  0.26
H 0.3827 -2.4418 1.0794  0.27
H -1.0502 -2.8402 2.0332  0.43
H 0.0549 -1.5959 2.6004  0.36
H -2.3660 -0.5040 2.7088  0.48
H -4.0412 2.0832 -0.1566  0.43
H -2.2557 1.1965 -2.5458  0.38

---

(5)
The following is a quantum chemistry calculation of a cluster of 2 separate species, C6H14NO in total, from the OMol25 dataset.

The HOMO energy comes out at -2.8 eV. For the energy above the lowest of the compared OMol25 structures with the same formula, charge and spin, the calculation gives 120.2 kJ/mol. The value obtained for the HOMO-LUMO gap is 6.8 eV. The total charge is -1.

Each line ends with the Mulliken charge.
Element x y z (Å)
C 0.6687 -0.5593 1.0200  -0.06
O 1.0754 -1.2402 -0.1495  -0.91
C 1.2101 -1.2600 2.2915  -0.44
N 0.8193 -0.5361 3.4654  -0.54
H 1.0320 0.4979 1.0658  0.13
H -0.4557 -0.4461 1.1947  0.02
H 0.8703 -2.3143 2.2256  0.19
H 2.3175 -1.3071 2.2291  0.28
H -0.2145 -0.5604 3.6988  0.19
H 1.3042 -0.7600 4.3301  0.19
C 0.5470 1.2196 -1.7744  -1.12
C -0.9167 0.8885 -1.6883  0.86
C -1.8671 1.7785 -1.5173  -0.95
C -1.1396 -0.5749 -1.9457  -1.10
H 1.0853 0.5267 -1.0822  0.26
H 0.7546 2.2811 -1.5915  0.26
H 0.8646 1.0254 -2.8028  0.31
H -2.8381 1.4166 -1.3742  0.30
H -1.7151 2.8439 -1.3450  0.28
H -2.1750 -0.8809 -1.9585  0.33
H -0.4571 -1.1928 -1.3239  0.25
H -0.7701 -0.8459 -2.9676  0.27

---

(6)
The following is a quantum chemistry calculation of a cluster of 5 separate species, C16H20ClN4 in total, from the OMol25 dataset.

The HOMO energy comes out at -5.1 eV. For the energy above the lowest of the compared OMol25 structures with the same formula, charge and spin, the calculation gives 54.2 kJ/mol. The value obtained for the HOMO-LUMO gap is 8.2 eV. The total charge is -1.

Each line ends with the Mulliken charge.
Element x y z (Å)
Cl 0.0760 0.1208 2.1290  -0.73
N -1.6101 -2.0206 0.2627  0.28
C -1.5103 -2.0921 -1.1025  -0.11
C -1.9214 -3.3394 -1.4924  -0.78
C -2.3726 -4.0226 -0.3257  -0.48
C -2.0651 -3.2033 0.7341  -0.48
H -1.3562 -1.2184 0.8353  0.03
H -1.2244 -1.1953 -1.6284  0.27
H -2.1309 -3.5887 -2.5226  0.35
H -2.7039 -5.0443 -0.2329  0.37
H -2.1792 -3.4503 1.7769  0.39
N 0.1865 1.0849 -1.0717  0.26
C 1.3720 0.5330 -1.4373  -0.48
C 1.5726 0.8266 -2.7662  -0.40
C 0.4645 1.5994 -3.1996  -0.51
C -0.4030 1.7059 -2.1393  -0.30
H -0.2260 0.9842 -0.1528  0.02
H 1.9737 0.0010 -0.7210  0.35
H 2.3988 0.5023 -3.3781  0.40
H 0.3321 1.9744 -4.2021  0.42
H -1.3891 2.1187 -1.9956  0.15
N 5.4799 -1.5150 1.9292  -0.06
C 4.3666 -0.9214 1.3639  -0.61
C 3.8023 -0.1146 2.3028  0.12
C 4.6323 -0.1348 3.4591  -0.88
C 5.6404 -1.0264 3.1964  -0.32
H 6.2067 -1.9847 1.4202  0.21
H 4.0420 -1.1879 0.3732  0.39
H 2.8917 0.4531 2.1799  0.37
H 4.5246 0.3556 4.4118  0.38
H 6.4345 -1.3793 3.8348  0.37
N -2.8483 2.9793 0.5873  0.00
C -3.5271 3.6718 -0.3870  -0.63
C -4.3519 2.7759 -1.0144  -0.41
C -3.9932 1.4729 -0.5459  -0.19
C -3.0018 1.6357 0.3837  -0.78
H -2.1338 3.4135 1.1460  0.26
H -3.3420 4.7240 -0.5233  0.37
H -5.1633 2.9705 -1.6963  0.40
H -4.5076 0.5641 -0.8101  0.45
H -2.4361 0.9715 1.0192  0.55